Record 1
Density functional theory data (ωB97M-V/def2-TZVPD) for a cluster of 2 separate species, C2H5NO3 in total in a non-equilibrium geometry.

Calculated values
- Energy: -9781.3664 eV
- Orbital gap (spin up / spin down): 0.265 / 0.291 Ha
- Largest force on an atom: 3.66 eV/Å
- Net charge: 0

Cartesian coordinates (Å):
C -0.813513 0.513701 0.499866
O -1.756005 0.335954 -0.517515
O -0.928779 -0.174519 1.573155
H -2.151428 -0.535143 -0.355670
H -0.661182 1.599666 0.619552
C 1.152198 0.235529 -1.282718
O 1.178190 -1.222843 1.234837
N 0.708224 -0.006781 -0.134688
H 0.527975 -1.471807 1.911073
H 0.520167 0.615553 -2.090537
H 2.224153 0.110689 -1.457357

Forces on the atoms, in the same order (eV/Å):
C -1.9 -1.0 3.0
O 0.7 -0.2 -0.2
O -0.5 1.1 -1.7
H 0.1 0.1 0.1
H 0.5 -0.2 -0.5
C 1.3 -0.5 0.9
O 2.6 -0.6 -0.9
N -1.5 0.4 -0.4
H -0.9 1.0 -0.5
H -0.1 0.3 0.5
H -0.2 -0.5 -0.3

***

Record 2
Density functional theory data (ωB97M-V/def2-TZVPD) for a cluster of 2 separate species, C3H7N2 in total in a non-equilibrium geometry.

Calculated values
- Energy: -6192.8630 eV
- Orbital gap (spin up / spin down): 0.263 / 0.263 Ha
- Largest force on an atom: 4.19 eV/Å
- Net charge: +1

Cartesian coordinates (Å):
C 1.024776 -0.153434 0.122855
C 0.913540 1.327739 0.038573
C -2.514964 -0.190855 -0.101813
N -0.082227 0.358832 0.518600
N 1.809794 -1.166075 -0.134676
H 1.322336 2.061940 0.795958
H 0.743926 1.776326 -0.963572
H -2.773616 0.804793 -0.384831
H -1.896564 -0.943042 -0.602373
H -2.818916 -0.624406 0.893965
H 2.827611 -1.133213 -0.040582
H 1.444306 -2.118600 -0.142108

Forces on the atoms, in the same order (eV/Å):
C 0.5 2.2 0.4
C 0.5 1.2 0.1
C 2.7 -1.7 2.7
N -2.0 -1.6 -0.6
N 0.0 -1.5 0.1
H -0.4 -1.2 -0.8
H 0.3 -0.4 0.6
H -0.2 0.3 -0.5
H -0.7 0.7 -0.8
H 0.0 1.0 -1.0
H -0.6 0.6 -0.3
H 0.0 0.4 0.2

***

Record 3
Density functional theory data (ωB97M-V/def2-TZVPD) for an isolated molecule of C2H6N2OS in a non-equilibrium geometry.

Calculated values
- Energy: -18031.3333 eV
- Orbital gap: 0.333 Ha
- Largest force on an atom: 5.54 eV/Å
- Net charge: 0
- SMILES: NCC(=S)NO

Cartesian coordinates (Å):
N -1.003994 -0.961469 -0.457381
C 0.158816 -0.929535 0.590046
C 1.035925 0.343779 0.084526
S 2.607796 0.134404 -0.035459
N 0.418404 1.564194 -0.235334
O -0.852210 1.724959 0.362791
H -0.788363 -1.255378 -1.462637
H -1.872367 -1.479353 -0.067072
H 0.920291 -1.684197 0.525779
H -0.157231 -0.726968 1.637176
H 0.934774 2.234062 -0.730842
H -1.401842 1.035499 -0.211596

Forces on the atoms, in the same order (eV/Å):
N -0.9 -1.3 1.3
C -0.5 3.3 -2.6
C -2.4 0.9 0.6
S 2.0 -0.1 -0.5
N -0.5 -5.0 2.3
O -0.7 -0.9 -2.6
H 0.0 0.2 2.4
H 2.2 0.9 -1.2
H -0.3 -0.8 0.0
H -0.3 -0.3 -1.0
H 0.2 1.6 -0.4
H 1.2 1.5 1.6

***

Record 4
Density functional theory data (ωB97M-V/def2-TZVPD) for a structure of composition C45H61BN4O4ReS3Se.

Calculated values
- Energy: -162469.0933 eV
- Orbital gap (spin up / spin down): 0.276 / 0.246 Ha
- Largest force on an atom: 0.25 eV/Å
- Net charge: 0
- 2S+1: 4
- Expectation value of S²: 3.770

Cartesian coordinates (Å):
Re -2.277470 0.816949 0.435785
C 4.105275 -1.195243 2.501795
C 3.542192 -0.370416 3.668687
C 4.359405 0.920272 3.817315
C 3.697523 -1.188690 4.950292
C 2.082935 -0.022227 3.376886
C 1.767920 0.704905 2.238243
C 0.447565 0.971399 1.939134
Se -0.029147 1.978870 0.372150
C 0.358590 0.933628 -1.201185
C 1.666962 0.731741 -1.603036
C 1.934317 0.151179 -2.831927
C 0.840378 -0.137243 -3.647476
C -0.486772 0.087304 -3.294892
C -0.749850 0.600811 -2.005833
O -2.002700 0.783301 -1.566209
C -1.625145 -0.193588 -4.273502
C -2.464630 1.079948 -4.469298
C -1.105504 -0.617635 -5.648915
C -2.496763 -1.333905 -3.734937
C 3.381087 -0.110534 -3.248588
C 4.039281 -1.048448 -2.227202
C 3.476993 -0.763750 -4.627134
C 4.150422 1.217197 -3.288811
C -0.615173 0.568317 2.759851
O -1.887545 0.808902 2.394513
C -0.311357 -0.121205 3.945594
C 1.027241 -0.397354 4.206268
C -1.425160 -0.614716 4.868928
C -2.265998 -1.671186 4.135837
C -2.308595 0.561549 5.311627
C -0.867879 -1.275215 6.131941
H 5.152564 -1.447172 2.683505
H 4.051840 -0.645418 1.560587
H 3.544839 -2.124921 2.379089
H 5.405757 0.684352 4.023749
H 3.975252 1.528369 4.637861
H 4.325051 1.525720 2.910613
H 4.752880 -1.416647 5.109479
H 3.157260 -2.136039 4.892743
H 3.340667 -0.640443 5.824119
H 2.545507 1.058398 1.571736
H 2.472918 1.041134 -0.948437
H 1.034060 -0.551025 -4.625821
H -1.843883 1.886670 -4.865561
H -2.911002 1.420878 -3.538477
H -3.262139 0.885635 -5.190549
H -0.477442 0.151933 -6.102252
H -1.957600 -0.782592 -6.310266
H -0.537884 -1.549915 -5.606039
H -2.791858 -1.142720 -2.708311
H -1.945465 -2.276665 -3.745538
H -3.386622 -1.451674 -4.359253
H 3.523142 -2.010084 -2.195153
H 4.018495 -0.624922 -1.221528
H 5.083420 -1.226605 -2.494313
H 2.955805 -1.722952 -4.655134
H 4.525001 -0.946812 -4.869990
H 3.063150 -0.123256 -5.408375
H 4.156892 1.708749 -2.314978
H 3.698706 1.904099 -4.006726
H 5.187971 1.045108 -3.583820
H 1.260109 -0.948943 5.104747
H -2.688120 -1.280246 3.212853
H -3.082800 -2.009671 4.779913
H -1.646539 -2.535529 3.887167
H -2.766636 1.063368 4.461602
H -1.715355 1.295947 5.860082
H -3.097623 0.201586 5.976585
H -0.266570 -2.157492 5.901499
H -1.701153 -1.597771 6.758377
H -0.259611 -0.584100 6.718927
S 0.599877 6.316561 1.330774
C -0.672520 5.447101 0.732695
S -1.890613 4.689536 1.726856
C -2.623054 3.983528 0.312930
N -2.058614 4.327158 -0.791291
N -0.989066 5.164047 -0.556995
C -0.171808 5.454870 -1.689689
C 0.324792 6.732473 -1.890819
C 1.120899 6.978334 -2.999418
C 1.409329 5.962281 -3.898178
C 0.892564 4.690327 -3.693140
C 0.099005 4.430688 -2.588238
S -3.891359 2.805074 0.439533
H 0.098839 7.516228 -1.183411
H 1.514298 7.973329 -3.160011
H 2.030618 6.162540 -4.761270
H 1.107547 3.893554 -4.393532
H -0.323679 3.447598 -2.425763
C 1.091952 -2.683925 -0.498366
C 0.003385 -2.972564 0.527304
C 0.545398 -3.834234 1.651073
O -0.392428 -1.694942 1.077220
B -1.469729 -1.239408 0.357741
O -1.983400 -2.232454 -0.453212
C -1.320386 -3.475523 -0.111709
C -2.222942 -4.195639 0.882562
C -1.145454 -4.298517 -1.371708
H 1.890498 -2.128434 -0.003068
H 0.713278 -2.068996 -1.318780
H 1.511255 -3.604393 -0.910118
H 1.457328 -3.380220 2.041709
H 0.787045 -4.836761 1.291195
H -0.168112 -3.915887 2.468772
H -2.350716 -3.605174 1.791136
H -1.823992 -5.174157 1.153466
H -3.202953 -4.339366 0.424697
H -0.620576 -3.735288 -2.140856
H -2.121663 -4.587386 -1.763451
H -0.582235 -5.209398 -1.156897
N -5.867411 -1.457648 0.169482
C -6.014186 -1.016126 1.466670
C -4.925984 -0.249352 1.720697
N -4.129101 -0.226068 0.593783
C -4.720662 -0.964630 -0.320636
H -6.509261 -2.043107 -0.337886
H -6.863317 -1.274343 2.071382
H -4.650376 0.297102 2.605435
H -4.343669 -1.151680 -1.309262

Forces on the atoms, in the same order (eV/Å):
Re 0.0 0.2 -0.2
C 0.0 0.0 0.0
C 0.0 0.0 0.0
C 0.0 0.0 0.0
C 0.0 0.0 0.0
C 0.0 0.0 0.0
C 0.0 0.0 0.0
C 0.0 0.0 0.0
Se 0.1 0.0 0.0
C 0.0 -0.1 -0.1
C -0.1 0.0 0.0
C 0.0 0.0 0.0
C 0.0 0.0 -0.1
C 0.0 0.0 0.1
C 0.1 0.0 0.0
O 0.0 0.0 0.0
C 0.0 0.0 0.0
C 0.0 0.0 0.0
C 0.0 0.0 0.0
C 0.0 0.0 0.0
C 0.0 0.0 0.0
C 0.0 0.0 0.0
C 0.0 0.0 0.0
C 0.0 0.0 0.0
C 0.1 0.0 0.0
O -0.1 0.0 0.1
C 0.0 0.0 0.0
C 0.0 0.0 0.0
C 0.0 0.0 0.0
C 0.0 0.0 0.0
C 0.0 0.0 0.0
C 0.0 0.0 0.0
H 0.0 0.0 0.0
H 0.0 0.0 0.0
H 0.0 0.0 0.0
H 0.0 0.0 0.0
H 0.0 0.0 0.0
H 0.0 0.0 0.0
H 0.0 0.0 0.0
H 0.0 0.0 0.0
H 0.0 0.0 0.0
H 0.0 0.0 0.0
H 0.0 0.0 0.0
H 0.0 0.0 0.0
H 0.0 0.0 0.0
H 0.0 0.0 0.0
H 0.0 0.0 0.0
H 0.0 0.0 0.0
H 0.0 0.0 0.0
H 0.0 0.0 0.0
H 0.0 0.0 0.0
H 0.0 0.0 0.0
H 0.0 0.0 0.0
H 0.0 0.0 0.0
H 0.0 0.0 0.0
H 0.0 0.0 0.0
H 0.0 0.0 0.0
H 0.0 0.0 0.0
H 0.0 0.0 0.0
H 0.0 0.0 0.0
H 0.0 0.0 0.0
H 0.0 0.0 0.0
H 0.0 0.0 0.0
H 0.0 0.0 0.0
H 0.0 0.0 0.0
H 0.0 0.0 0.0
H 0.0 0.0 0.0
H 0.0 0.0 0.0
H 0.0 0.0 0.0
H 0.0 0.0 0.0
H 0.0 0.0 0.0
H 0.0 0.0 0.0
S 0.0 -0.1 0.0
C 0.0 0.2 0.1
S 0.1 0.0 0.0
C 0.0 -0.1 0.0
N 0.1 0.0 0.0
N 0.0 -0.1 0.0
C 0.0 0.0 -0.1
C 0.0 0.0 0.0
C 0.0 0.0 0.0
C 0.0 0.0 0.0
C 0.0 0.0 0.0
C 0.0 0.0 0.0
S -0.1 -0.1 0.0
H 0.0 0.0 0.0
H 0.0 0.0 0.0
H 0.0 0.0 0.0
H 0.0 0.0 0.0
H 0.0 0.0 0.0
C 0.0 0.0 0.0
C 0.0 0.0 0.0
C 0.0 0.0 0.0
O 0.1 -0.1 0.0
B 0.0 0.1 0.0
O -0.1 0.0 -0.1
C 0.0 0.0 0.0
C 0.0 0.0 0.0
C 0.0 0.0 0.0
H 0.0 0.0 0.0
H 0.0 0.0 0.0
H 0.0 0.0 0.0
H 0.0 0.0 0.0
H 0.0 0.0 0.0
H 0.0 0.0 0.0
H 0.0 0.0 0.0
H 0.0 0.0 0.0
H 0.0 0.0 0.0
H 0.0 0.0 0.0
H 0.0 0.0 0.0
H 0.0 0.0 0.0
N 0.0 0.0 0.0
C 0.0 0.0 0.0
C 0.0 0.0 0.0
N 0.0 -0.2 0.0
C 0.0 0.0 0.0
H 0.0 0.0 0.0
H 0.0 0.0 0.0
H 0.0 0.0 0.0
H 0.0 0.0 0.0

***

Record 5
Density functional theory data (ωB97M-V/def2-TZVPD) for a structure of composition C3H4ClO3Y in a non-equilibrium geometry.

Calculated values
- Energy: -22858.4715 eV
- Orbital gap: 0.191 Ha
- Largest force on an atom: 15.29 eV/Å
- Net charge: +2

Cartesian coordinates (Å):
Y -17.226250 4.081750 -17.063970
Cl -15.905670 3.048460 -16.122220
C -13.951130 4.487740 -16.486730
C -12.625230 4.252040 -15.733530
O -12.548000 5.411520 -14.892590
C -13.334320 6.323200 -15.344540
O -13.435510 7.499030 -15.030390
O -14.163460 5.857890 -16.240550
H -14.746150 3.923330 -15.999400
H -13.847090 4.235540 -17.542040
H -11.786390 4.170780 -16.424790
H -12.842220 3.322760 -15.206790

Forces on the atoms, in the same order (eV/Å):
Y -10.6 8.2 -7.4
Cl 4.2 -12.2 7.1
C 3.1 1.7 0.7
C -0.9 -0.5 -0.5
O 1.7 -2.3 0.5
C -0.3 6.5 2.2
O 0.8 -2.9 -0.3
O -3.2 -1.7 -3.4
H 4.4 2.9 0.2
H -0.4 0.1 -0.3
H 0.2 0.1 0.4
H 1.1 0.2 0.7

***

Record 6
Density functional theory data (ωB97M-V/def2-TZVPD) for an isolated molecule of C20H22N2O7S in a non-equilibrium geometry.

Calculated values
- Energy: -49241.3327 eV
- Orbital gap: 0.297 Ha
- Largest force on an atom: 1.19 eV/Å
- Net charge: 0
- SMILES: COc1cccc(CN(C(=O)COc2ccccc2[N+](=O)[O-])[C@H]2CCS(=O)(=O)C2)c1

Cartesian coordinates (Å):
C 2.954811 2.018169 3.618999
O 2.011199 2.136950 2.577069
C 2.007036 1.183524 1.606962
C 2.942663 0.160146 1.488655
C 2.782371 -0.794485 0.500604
C 1.727706 -0.732320 -0.391898
C 0.818911 0.314559 -0.312940
C -0.306751 0.483750 -1.310230
N -0.706778 -0.740083 -1.973889
C -1.560278 -1.637877 -1.432814
O -1.878017 -2.660313 -2.009019
C -2.215828 -1.275050 -0.096112
O -1.247223 -1.195796 0.925457
C -1.552766 -0.621814 2.098004
C -2.768516 0.004766 2.384670
C -2.972807 0.655919 3.585890
C -1.975483 0.706843 4.547545
C -0.781835 0.063269 4.304632
C -0.566989 -0.610374 3.106547
N 0.668712 -1.324256 2.964794
O 1.557590 -1.047035 3.750712
O 0.766139 -2.174093 2.110356
C -0.152232 -1.127279 -3.274120
C -1.200671 -0.923712 -4.390341
C -1.330101 0.557655 -4.653609
S 0.413085 1.108674 -4.590643
O 0.531706 2.294086 -3.780796
O 0.968708 1.160270 -5.911848
C 1.075604 -0.351272 -3.696721
C 0.959129 1.258112 0.690612
H 3.975725 2.165607 3.253197
H 2.876052 1.044079 4.110156
H 2.710083 2.808277 4.327042
H 3.768775 0.078621 2.175020
H 3.488028 -1.607889 0.434593
H 1.603954 -1.517734 -1.119607
H 0.002130 1.216071 -2.061677
H -1.169940 0.917891 -0.798027
H -2.756549 -0.327316 -0.222841
H -2.937124 -2.070812 0.129376
H -3.573018 -0.020172 1.667608
H -3.925098 1.129620 3.770249
H -2.136589 1.225869 5.478180
H 0.008667 0.051780 5.039317
H 0.060878 -2.201950 -3.204504
H -2.142862 -1.383852 -4.093975
H -0.843328 -1.423837 -5.291568
H -1.873266 1.087520 -3.877516
H -1.730079 0.794542 -5.632627
H 1.656847 -0.910168 -4.423712
H 1.711943 -0.018303 -2.884812
H 0.255679 2.071219 0.789599

Forces on the atoms, in the same order (eV/Å):
C 0.2 0.0 0.2
O -0.2 -0.1 -0.3
C -0.1 0.0 -0.2
C 0.1 0.2 0.1
C 0.0 0.1 -0.1
C 0.0 0.1 -0.1
C 0.1 0.1 0.0
C 0.1 0.2 0.4
N 0.2 0.1 -0.3
C -0.2 0.1 0.5
O -0.1 -0.3 0.0
C -0.5 -0.1 -0.1
O 0.0 0.0 -0.2
C 0.1 0.1 0.4
C 0.0 -0.1 -0.3
C 0.1 0.0 0.1
C -0.1 0.0 -0.1
C 0.2 -0.2 -0.2
C -1.1 0.5 0.1
N 0.6 -0.4 0.0
O 0.3 0.0 0.3
O 0.0 -0.2 0.0
C -0.3 -0.7 -0.1
C -0.1 -0.4 0.1
C 0.8 0.0 0.1
S 0.0 0.3 -0.1
O -0.1 0.1 0.3
O 0.0 -0.4 -0.4
C -0.4 0.6 -0.2
C 0.2 0.0 0.1
H 0.0 0.0 0.0
H 0.0 0.1 0.0
H 0.1 -0.1 0.0
H 0.0 0.0 0.1
H 0.1 -0.1 0.0
H 0.0 -0.1 -0.1
H -0.2 -0.1 0.2
H 0.1 0.0 -0.1
H 0.1 -0.1 0.1
H 0.1 0.2 -0.1
H 0.0 0.0 -0.1
H -0.1 0.0 0.0
H 0.0 0.0 0.1
H 0.0 0.0 0.0
H 0.1 0.3 -0.1
H 0.1 0.0 -0.1
H 0.0 -0.1 0.0
H 0.0 0.1 0.1
H 0.1 0.1 -0.1
H 0.0 0.0 -0.1
H 0.1 0.1 0.0
H -0.1 0.1 0.0